Entry from the Open Molecules 2025 dataset: a molecular structure, C7H6F3MgO4P at a distorted geometry (ωB97M-V/def2-TZVPD).

Calculated values
Spin multiplicity ... 1
Highest occupied orbital energy ... -15.5098 eV
Total charge ... +2
LUMO ... -13.50 eV

Cartesian coordinates (Å):
O: 2.52 -1.55 1.91
P: 2.55 -1.42 0.44
C: 1.86 0.18 -0.05
C: 0.66 0.63 0.33
C: -0.40 0.01 1.18
C: -1.80 0.11 0.54
C: -2.03 -0.87 -0.57
F: -2.76 -1.93 -0.25
F: -2.91 -0.23 -1.68
F: -1.00 -1.26 -1.24
C: 0.51 2.00 -0.28
O: -0.18 2.89 0.09
O: 1.37 2.04 -1.33
C: 2.47 1.25 -0.91
O: 3.58 1.50 -1.15
H: 1.68 -2.32 -0.19
H: 3.80 -1.52 -0.18
H: -0.12 -1.00 1.48
H: -0.47 0.61 2.09
H: -2.55 -0.09 1.30
H: -1.94 1.13 0.17
Mg: -4.85 -0.17 -1.72

The natural (NBO) scheme yields these atomic charges, measured in e: number 1, O, carries -1.042; number 2, P, carries 1.521; number 3, C, carries -0.407; number 4, C, carries -0.050; number 5, C, carries -0.441; number 6, C, carries -0.549; number 7, C, carries 1.029; number 8, F, carries -0.294; number 9, F, carries -0.593; number 10, F, carries -0.231; number 11, C, carries 0.741; number 12, O, carries -0.500; number 13, O, carries -0.491; number 14, C, carries 0.759; number 15, O, carries -0.411; number 16, H, carries -0.089; number 17, H, carries -0.021; number 18, H, carries 0.273; number 19, H, carries 0.292; number 20, H, carries 0.267; number 21, H, carries 0.282; number 22, Mg, carries 1.955


Entry from the Open Molecules 2025 dataset: C2H2ClOP in the gas phase at a distorted geometry (ωB97M-V/def2-TZVPD).

Calculated values
Energy above the lowest of the compared OMol25 structures with the same formula, charge and spin ... 16.0 kcal/mol
Spin multiplicity ... 1
Highest occupied orbital energy ... -9.9895 eV
LUMO ... -1.53 eV

Cartesian coordinates (Å):
H: -1.08 2.04 0.12
P: -1.58 0.75 -0.03
C: 0.04 0.26 -0.15
Cl: 1.40 1.32 -0.02
C: 0.39 -1.14 0.01
O: 1.49 -1.62 -0.03
H: -0.66 -1.61 0.10

The natural (NBO) scheme yields these atomic charges, measured in e: number 1, H, carries -0.025; number 2, P, carries 0.515; number 3, C, carries -0.525; number 4, Cl, carries 0.040; number 5, C, carries 0.361; number 6, O, carries -0.476; number 7, H, carries 0.109


Entry from the Open Molecules 2025 dataset: 2 unconnected molecules or ions with the total composition C2H2N2OS at a distorted geometry (ωB97M-V/def2-TZVPD).

Calculated values
Energy above the lowest of the compared OMol25 structures with the same formula, charge and spin ... 59.6 kcal/mol
Spin multiplicity ... 1
Highest occupied orbital energy ... -8.7626 eV
LUMO ... 0.12 eV

Cartesian coordinates (Å):
C: 0.60 -0.82 -0.01
N: 1.74 -0.64 0.21
S: 3.13 -0.21 0.54
H: -0.16 -1.42 -0.49
N: -1.14 1.35 -0.31
C: -1.42 0.41 0.29
O: -1.86 -0.39 1.02
H: -0.89 1.72 -1.23

The natural (NBO) scheme yields these atomic charges, measured in e: number 1, C, carries 0.049; number 2, N, carries -0.426; number 3, S, carries 0.121; number 4, H, carries 0.255; number 5, N, carries -0.736; number 6, C, carries 0.826; number 7, O, carries -0.534; number 8, H, carries 0.446


Entry from the Open Molecules 2025 dataset: C6H8Si in the gas phase at a distorted geometry (ωB97M-V/def2-TZVPD).

Calculated values
Energy above the lowest of the compared OMol25 structures with the same formula, charge and spin ... 35.4 kcal/mol
Spin multiplicity ... 1
Highest occupied orbital energy ... -9.7863 eV
LUMO ... 0.92 eV

Cartesian coordinates (Å):
C: -1.28 0.07 -2.72
C: -0.56 0.04 -1.60
Si: 0.13 0.04 0.06
C: -1.30 -0.48 1.15
C: 0.64 1.78 0.53
C: 1.49 -1.14 0.12
C: 2.25 -2.09 0.07
H: -1.84 0.16 -3.61
H: -0.95 -0.93 2.08
H: -1.93 0.38 1.35
H: -1.82 -1.24 0.56
H: 1.64 1.98 0.12
H: -0.09 2.46 0.12
H: 0.66 1.86 1.63
H: 2.96 -2.89 0.13

The natural (NBO) scheme yields these atomic charges, measured in e: number 1, C, carries -0.165; number 2, C, carries -0.510; number 3, Si, carries 1.559; number 4, C, carries -1.073; number 5, C, carries -1.086; number 6, C, carries -0.521; number 7, C, carries -0.129; number 8, H, carries 0.235; number 9, H, carries 0.240; number 10, H, carries 0.240; number 11, H, carries 0.244; number 12, H, carries 0.245; number 13, H, carries 0.245; number 14, H, carries 0.241; number 15, H, carries 0.236


Entry from the Open Molecules 2025 dataset: a molecular structure, C35H30N5O5PS2Ta at a distorted geometry (ωB97M-V/def2-TZVPD).

Calculated values
Energy above the lowest of the compared OMol25 structures with the same formula, charge and spin ... 60.3 kcal/mol
Spin multiplicity ... 1
Highest occupied orbital energy (alpha / beta) ... -10.6128 / -10.6129 eV
Total charge ... +1
LUMO (alpha / beta) ... -3.57 / -3.57 eV

Cartesian coordinates (Å):
Ta: -0.69 0.39 0.85
O: -6.77 -0.84 0.51
C: -5.43 -0.57 0.66
C: -4.84 -0.50 1.91
C: -3.47 -0.32 1.95
N: -2.81 -0.38 0.83
C: -3.35 -0.62 -0.41
C: -4.71 -0.73 -0.54
C: -2.26 -0.87 -1.40
O: -2.54 -1.23 -2.54
O: -1.08 -0.82 -0.84
C: -2.51 -0.44 3.13
O: -2.87 -0.56 4.28
O: -1.30 -0.52 2.69
H: -7.20 -0.69 1.37
H: -5.48 -0.56 2.83
H: -5.20 -1.00 -1.43
S: 1.43 0.95 1.87
C: 0.92 1.78 3.34
C: 1.82 1.83 4.45
N: 2.58 1.93 5.30
C: -0.23 2.53 3.32
S: -1.34 2.46 1.99
C: -0.68 3.40 4.40
N: -1.08 4.17 5.16
C: 1.80 -1.48 -5.08
C: 2.86 -0.88 -4.46
C: 2.76 -0.07 -3.29
C: 1.51 0.27 -2.78
C: 0.41 -0.19 -3.48
C: 0.54 -1.10 -4.52
P: 1.19 1.26 -1.27
C: 2.43 2.49 -0.78
C: 2.23 3.87 -0.82
C: 3.17 4.79 -0.46
C: 4.45 4.39 0.01
C: 4.66 3.01 0.10
C: 3.69 2.09 -0.35
C: -0.38 2.07 -1.61
C: -0.62 2.82 -2.78
C: -1.87 3.30 -3.06
C: -2.92 3.07 -2.17
C: -2.73 2.33 -1.00
C: -1.39 1.83 -0.63
H: 1.80 -2.20 -5.87
H: 3.85 -1.09 -4.78
H: 3.59 0.35 -2.81
H: -0.59 0.03 -3.17
H: -0.40 -1.62 -4.82
H: 1.24 4.23 -1.09
H: 2.87 5.89 -0.52
H: 5.09 5.09 0.37
H: 5.60 2.55 0.33
H: 3.87 0.95 -0.35
H: 0.17 3.07 -3.50
H: -2.07 3.86 -4.00
H: -3.91 3.54 -2.35
H: -3.53 2.14 -0.37
C: -0.12 -4.47 1.31
C: -0.73 -3.08 1.33
N: 0.36 -2.05 1.16
C: 1.14 -2.37 -0.03
C: 1.95 -3.68 0.17
N: 1.40 -4.33 1.39
C: 1.76 -3.53 2.63
C: 1.24 -2.10 2.43
H: -0.37 -4.96 0.40
H: -0.38 -5.13 2.14
H: -1.16 -2.97 2.29
H: -1.47 -2.90 0.57
H: 1.96 -1.68 -0.12
H: 0.48 -2.26 -0.90
H: 3.05 -3.58 0.32
H: 1.86 -4.44 -0.61
H: 1.76 -5.28 1.47
H: 2.82 -3.41 2.73
H: 1.35 -3.99 3.50
H: 2.11 -1.45 2.15
H: 0.67 -1.80 3.29

The Löwdin scheme yields these atomic charges, measured in e: number 1, Ta, carries 1.416; number 2, O, carries 0.078; number 3, C, carries -0.230; number 4, C, carries 0.091; number 5, C, carries -0.172; number 6, N, carries 0.011; number 7, C, carries -0.141; number 8, C, carries 0.114; number 9, C, carries -0.538; number 10, O, carries 0.120; number 11, O, carries -0.254; number 12, C, carries -0.572; number 13, O, carries 0.138; number 14, O, carries -0.241; number 15, H, carries 0.124; number 16, H, carries 0.165; number 17, H, carries 0.136; number 18, S, carries 0.665; number 19, C, carries -0.622; number 20, C, carries -0.256; number 21, N, carries 0.186; number 22, C, carries -0.650; number 23, S, carries 0.778; number 24, C, carries -0.241; number 25, N, carries 0.186; number 26, C, carries -0.052; number 27, C, carries -0.081; number 28, C, carries -0.066; number 29, C, carries -0.343; number 30, C, carries -0.115; number 31, C, carries -0.046; number 32, P, carries 1.048; number 33, C, carries -0.398; number 34, C, carries -0.105; number 35, C, carries -0.063; number 36, C, carries -0.035; number 37, C, carries -0.064; number 38, C, carries -0.144; number 39, C, carries -0.432; number 40, C, carries -0.100; number 41, C, carries -0.083; number 42, C, carries -0.062; number 43, C, carries -0.089; number 44, C, carries -0.371; number 45, H, carries 0.101; number 46, H, carries 0.092; number 47, H, carries 0.076; number 48, H, carries 0.076; number 49, H, carries 0.119; number 50, H, carries 0.107; number 51, H, carries 0.140; number 52, H, carries 0.076; number 53, H, carries 0.101; number 54, H, carries 0.120; number 55, H, carries 0.129; number 56, H, carries 0.127; number 57, H, carries 0.124; number 58, H, carries 0.064; number 59, C, carries -0.035; number 60, C, carries -0.110; number 61, N, carries -0.199; number 62, C, carries -0.152; number 63, C, carries -0.049; number 64, N, carries -0.075; number 65, C, carries -0.050; number 66, C, carries -0.141; number 67, H, carries 0.128; number 68, H, carries 0.144; number 69, H, carries 0.113; number 70, H, carries 0.121; number 71, H, carries 0.101; number 72, H, carries 0.126; number 73, H, carries 0.149; number 74, H, carries 0.141; number 75, H, carries 0.188; number 76, H, carries 0.128; number 77, H, carries 0.133; number 78, H, carries 0.083; number 79, H, carries 0.112


Entry from the Open Molecules 2025 dataset: a molecular structure, C31H41F9IrN2O3PS2Sb (ωB97M-V/def2-TZVPD).

Calculated values
Spin multiplicity ... 5
Highest occupied orbital energy (alpha / beta) ... -10.0670 / -11.2346 eV
Total charge ... +1
LUMO (alpha / beta) ... -3.02 / -5.22 eV

Cartesian coordinates (Å):
Ir: -0.08 0.94 0.27
O: 2.99 -2.88 1.54
C: 2.87 -2.70 2.87
C: 3.65 -3.51 3.69
C: 3.57 -3.39 5.05
C: 2.70 -2.48 5.65
C: 1.92 -1.68 4.86
C: 1.98 -1.77 3.45
C: 1.17 -0.90 2.61
O: 1.22 -0.92 1.37
N: 0.32 -0.02 3.28
N: -0.38 0.76 2.49
C: -1.22 1.51 3.22
S: -2.27 2.56 2.42
C: -3.26 2.90 3.90
C: -2.32 2.89 5.08
S: -1.25 1.44 4.94
H: 2.37 -2.27 1.10
H: 4.32 -4.22 3.22
H: 4.19 -4.03 5.68
H: 2.64 -2.40 6.73
H: 1.24 -0.97 5.30
H: -4.02 2.12 3.97
H: -3.75 3.86 3.76
H: -2.86 2.82 6.03
H: -1.69 3.78 5.09
C: 2.43 3.45 0.33
P: 2.12 1.73 -0.13
C: 3.46 0.86 0.73
C: 2.57 1.63 -1.88
C: 2.16 2.64 -2.75
C: 2.44 2.55 -4.11
C: 3.14 1.46 -4.61
C: 3.56 0.46 -3.74
C: 3.29 0.55 -2.39
H: 1.73 4.12 -0.17
H: 3.45 3.72 0.06
H: 2.30 3.56 1.41
H: 4.42 1.30 0.43
H: 3.46 -0.20 0.50
H: 3.32 0.98 1.80
H: 1.61 3.50 -2.38
H: 2.12 3.34 -4.78
H: 3.36 1.39 -5.66
H: 4.12 -0.39 -4.12
H: 3.64 -0.23 -1.73
F: -2.74 4.54 0.20
C: -1.85 4.10 -0.71
F: -0.69 3.89 -0.06
F: -1.65 5.09 -1.57
C: -2.31 2.74 -1.39
O: -1.76 1.62 -0.87
C: -3.87 2.60 -1.27
F: -4.24 2.41 0.00
F: -4.30 1.54 -1.96
F: -4.51 3.68 -1.72
C: -1.94 2.83 -2.91
F: -2.55 3.80 -3.58
F: -2.22 1.68 -3.54
F: -0.62 3.02 -3.01
C: -2.08 -2.69 1.55
C: -2.53 -2.14 0.20
C: -3.56 -1.02 0.36
Sb: -0.86 -1.42 -0.93
C: -1.67 -1.18 -2.89
C: -2.53 -2.34 -3.38
C: -0.55 -0.82 -3.87
C: 0.44 -3.12 -0.90
C: 1.80 -2.79 -1.50
C: -0.20 -4.36 -1.54
H: -2.94 -3.06 2.11
H: -1.60 -1.91 2.15
H: -1.37 -3.52 1.45
H: -2.97 -2.94 -0.40
H: -3.13 -0.16 0.88
H: -4.42 -1.37 0.94
H: -3.93 -0.65 -0.60
H: -2.30 -0.31 -2.73
H: -1.95 -3.24 -3.58
H: -3.02 -2.06 -4.32
H: -3.33 -2.60 -2.67
H: 0.09 -1.69 -4.07
H: 0.08 -0.01 -3.50
H: -0.97 -0.51 -4.83
H: 0.55 -3.30 0.18
H: 1.73 -2.60 -2.57
H: 2.50 -3.62 -1.35
H: 2.24 -1.90 -1.05
H: -0.26 -4.25 -2.62
H: -1.20 -4.56 -1.16
H: 0.42 -5.24 -1.34

The Löwdin scheme yields these atomic charges, measured in e: number 1, Ir, carries 0.924; number 2, O, carries 0.079; number 3, C, carries -0.240; number 4, C, carries 0.005; number 5, C, carries -0.045; number 6, C, carries -0.070; number 7, C, carries -0.019; number 8, C, carries -0.074; number 9, C, carries -0.393; number 10, O, carries -0.163; number 11, N, carries 0.046; number 12, N, carries -0.207; number 13, C, carries -0.897; number 14, S, carries 1.051; number 15, C, carries -0.448; number 16, C, carries -0.479; number 17, S, carries 1.026; number 18, H, carries 0.047; number 19, H, carries 0.127; number 20, H, carries 0.116; number 21, H, carries 0.109; number 22, H, carries 0.104; number 23, H, carries 0.094; number 24, H, carries 0.097; number 25, H, carries 0.092; number 26, H, carries 0.088; number 27, C, carries -0.237; number 28, P, carries 0.764; number 29, C, carries -0.235; number 30, C, carries -0.371; number 31, C, carries -0.106; number 32, C, carries -0.064; number 33, C, carries -0.067; number 34, C, carries -0.069; number 35, C, carries -0.098; number 36, H, carries 0.029; number 37, H, carries 0.066; number 38, H, carries 0.054; number 39, H, carries 0.070; number 40, H, carries 0.027; number 41, H, carries 0.057; number 42, H, carries 0.095; number 43, H, carries 0.115; number 44, H, carries 0.111; number 45, H, carries 0.111; number 46, H, carries 0.088; number 47, F, carries 0.130; number 48, C, carries -0.549; number 49, F, carries 0.087; number 50, F, carries 0.187; number 51, C, carries -0.293; number 52, O, carries -0.339; number 53, C, carries -0.561; number 54, F, carries 0.132; number 55, F, carries 0.175; number 56, F, carries 0.184; number 57, C, carries -0.552; number 58, F, carries 0.188; number 59, F, carries 0.161; number 60, F, carries 0.153; number 61, C, carries -0.132; number 62, C, carries -0.549; number 63, C, carries -0.142; number 64, Sb, carries 1.564; number 65, C, carries -0.545; number 66, C, carries -0.115; number 67, C, carries -0.138; number 68, C, carries -0.549; number 69, C, carries -0.139; number 70, C, carries -0.122; number 71, H, carries 0.086; number 72, H, carries 0.058; number 73, H, carries 0.067; number 74, H, carries 0.079; number 75, H, carries 0.043; number 76, H, carries 0.088; number 77, H, carries 0.065; number 78, H, carries 0.050; number 79, H, carries 0.061; number 80, H, carries 0.088; number 81, H, carries 0.067; number 82, H, carries 0.070; number 83, H, carries 0.058; number 84, H, carries 0.087; number 85, H, carries 0.063; number 86, H, carries 0.072; number 87, H, carries 0.092; number 88, H, carries 0.036; number 89, H, carries 0.067; number 90, H, carries 0.071; number 91, H, carries 0.088


| no. | total energy (eV) |
| --- | --- |
| 1 | -38411.79423 |
| 2 | -25962.98116 |
| 3 | -17966.39090 |
| 4 | -14226.11278 |
| 5 | -86975.36213 |
| 6 | -106722.11309 |